Record 1
21
Properties=species:S:1:pos:R:3:forces:R:3 method="wB97M-V/def2-TZVPD" de_lowest_kj_mol=55.71 energy_ha=-735.10528 e_lumo_ev=-0.35 gap_ev=10.439 multiplicity=1 smiles="C[N+](=O)[O-].C[N+](=O)[O-].C[N+](=O)[O-]"
C -5.19306 5.42181 13.41065 -0.805 1.164 -0.727
N -5.42070 4.25366 12.54404 0.752 -1.172 1.095
O -6.01764 4.35525 11.51288 -0.825 0.851 -0.802
O -4.88816 3.23712 12.90912 0.392 -1.218 0.298
H -4.46649 5.93918 12.78414 -0.023 0.640 0.520
H -4.84809 5.25512 14.43110 0.117 -0.695 -0.496
H -6.16155 5.92191 13.41316 0.301 0.421 -0.009
C 2.60800 -0.44475 12.72421 -0.094 -1.047 -0.183
N 2.36248 0.61609 11.74622 -1.920 2.386 -1.654
O 1.14140 0.88097 11.52793 2.692 -0.758 0.642
O 3.27861 1.22043 11.19267 -0.948 -1.243 1.027
H 2.06478 -1.30574 12.33472 -0.036 0.014 0.039
H 2.12005 -0.17273 13.66016 0.405 0.150 -0.061
H 3.66241 -0.71778 12.76633 -0.134 0.518 0.219
C -1.86560 2.63670 12.76961 1.016 -0.838 -0.586
N -1.90143 3.71033 13.74226 -0.669 0.386 2.108
O -1.14244 4.65052 13.62483 -0.198 0.061 -0.399
O -2.65410 3.55348 14.70655 0.580 0.322 -0.767
H -2.25041 1.74330 13.26141 -0.287 0.262 -0.427
H -0.80428 2.50907 12.55655 -0.055 -0.138 -0.168
H -2.35067 2.92806 11.83798 -0.260 -0.068 0.332



Record 2
51
Properties=species:S:1:pos:R:3:forces:R:3 method="wB97M-V/def2-TZVPD" de_lowest_kj_mol=0.00 energy_ha=-1190.76675 e_lumo_ev=-2.29 gap_ev=9.876 multiplicity=1 total_charge=+1
Na 36.74364 -32.93893 -17.49177 -0.211 0.142 -0.239
C 35.44182 -29.97379 -13.86655 0.263 -0.198 -0.178
C 35.94660 -31.06478 -14.82847 -0.218 1.171 0.269
C 35.97380 -32.43385 -14.19565 -0.164 -0.322 -0.169
O 36.42728 -33.36185 -15.16489 0.565 -0.471 -0.125
C 35.46004 -34.28591 -15.62103 -0.640 0.021 0.055
N 35.21160 -31.10225 -16.10472 0.367 -0.181 0.164
H 35.66892 -28.98861 -14.27787 -0.157 -0.017 -0.072
H 35.97685 -30.02821 -12.91598 -0.188 -0.090 0.071
H 34.36635 -30.04633 -13.69971 0.003 -0.040 0.121
H 36.96922 -30.75119 -15.05148 0.129 -0.463 -0.162
H 34.98754 -32.74092 -13.82876 -0.052 0.165 -0.035
H 36.65711 -32.45355 -13.34496 0.047 0.025 -0.007
H 35.08838 -34.90457 -14.80102 0.025 -0.089 -0.043
H 35.89159 -34.91747 -16.40114 0.197 -0.005 0.252
H 34.61632 -33.76097 -16.08586 -0.043 -0.024 0.132
H 35.67438 -30.50336 -16.77383 -0.177 0.071 -0.020
H 34.25126 -30.80902 -15.97829 -0.017 0.043 -0.113
C 40.41687 -35.64550 -17.51675 0.471 0.011 0.153
C 39.31020 -34.62632 -17.20713 0.328 -1.107 -0.699
C 39.80047 -33.21793 -17.50311 -0.798 -0.597 0.060
O 38.91231 -32.28817 -16.91879 0.079 0.270 0.207
C 39.45054 -30.98124 -16.86565 0.071 0.087 0.230
N 38.09879 -34.98330 -18.00706 0.361 0.429 0.510
H 40.16135 -36.62027 -17.09883 -0.104 -0.024 -0.158
H 41.40445 -35.40047 -17.11092 -0.209 0.190 0.149
H 40.56517 -35.75273 -18.59409 -0.142 -0.014 -0.020
H 39.01239 -34.75488 -16.16643 0.091 0.433 0.123
H 39.77693 -33.10161 -18.59610 0.420 0.198 -0.011
H 40.80585 -33.10035 -17.09982 0.113 0.142 -0.098
H 40.37185 -30.95449 -16.27191 0.051 -0.149 -0.169
H 38.74297 -30.34053 -16.34123 -0.147 -0.033 -0.201
H 39.64428 -30.58873 -17.86691 -0.016 0.046 -0.007
H 37.89806 -35.95245 -17.77875 -0.300 0.070 0.001
H 38.32989 -35.00889 -18.99758 0.084 0.135 0.023
C 34.91352 -33.98129 -20.17642 0.051 0.127 0.253
O 35.31065 -33.97955 -19.01078 -0.206 0.017 -0.191
N 35.33766 -33.03891 -21.07479 -0.356 -0.799 0.229
N 34.03337 -34.92383 -20.63638 0.695 0.770 0.073
H 34.92339 -32.99583 -21.98666 0.206 0.270 -0.072
H 36.01905 -32.37829 -20.74837 -0.014 0.106 -0.094
H 33.77586 -34.92994 -21.60526 -0.330 -0.228 0.099
H 33.54555 -35.44778 -19.93490 -0.091 -0.209 -0.178
C 36.67833 -30.12402 -19.65814 0.285 -0.069 -0.047
O 36.96785 -31.10897 -18.97414 -0.234 0.301 0.078
N 35.81730 -29.14576 -19.25626 0.584 -0.626 -0.425
N 37.23332 -29.96294 -20.89549 -0.442 0.145 0.165
H 35.62417 -28.37993 -19.87338 -0.215 0.204 0.290
H 35.40333 -29.22560 -18.34781 -0.205 0.184 -0.097
H 36.97300 -29.20192 -21.49636 0.179 -0.008 -0.055
H 37.98000 -30.57663 -21.16286 0.013 -0.011 -0.022



Record 3
16
Properties=species:S:1:pos:R:3:forces:R:3 method="wB97M-V/def2-TZVPD" de_lowest_kj_mol=273.34 energy_ha=-267.82122 e_lumo_ev=1.14 gap_ev=9.123 multiplicity=1 smiles="C=CN.C=NC"
C 0.48311 -1.35564 -1.87420 0.575 -0.163 -0.617
C 1.68577 -0.85858 -1.53901 -1.505 0.657 0.034
N 2.56587 -0.21261 -2.37150 0.344 0.009 1.318
H 0.17636 -1.26871 -2.90847 -0.053 -0.235 -0.175
H -0.16541 -1.93636 -1.23640 0.169 0.277 0.346
H 1.90739 -0.68189 -0.49381 0.356 -0.597 0.133
H 2.52828 -0.21524 -3.36473 -0.057 -0.044 -0.307
H 3.31458 0.23347 -1.87082 0.143 0.082 -0.726
C -1.68913 0.75883 2.98838 0.230 0.252 -1.124
C -1.34380 0.74700 0.67285 1.188 1.730 1.445
N -0.96469 0.31074 1.80070 -0.714 -2.511 -0.256
H -2.44691 -0.02526 3.07404 -0.109 0.280 0.279
H -1.10246 0.72661 3.90370 0.158 0.357 -0.166
H -2.19265 1.71403 2.74910 0.094 -0.015 0.674
H -1.20027 0.23432 -0.27447 0.516 0.120 0.101
H -1.55602 1.82928 0.74466 -1.335 -0.198 -0.958



Record 4
13
Properties=species:S:1:pos:R:3:forces:R:3 method="wB97M-V/def2-TZVPD" de_lowest_kj_mol=174.31 energy_ha=-428.15673 e_lumo_ev=0.40 gap_ev=8.995 multiplicity=1
C 1.46761 0.27638 0.05335 -2.868 -1.533 -0.684
C -0.57887 0.86356 -0.03382 -1.950 0.336 -1.371
H -2.25991 -1.36176 -0.35256 -0.925 0.014 -0.123
H -1.77105 -0.77727 1.14197 -0.888 -0.543 0.005
H 1.07490 -1.31992 -1.15870 -0.585 0.562 1.975
H 3.18685 -0.35654 0.64316 0.959 -2.258 2.219
H -1.55265 2.45443 -0.18931 0.068 0.906 0.594
N -1.51689 -1.29351 0.30365 0.261 -0.531 1.173
N -0.55788 -0.51738 -0.26406 0.449 0.954 -1.103
N 0.75136 -0.93938 -0.20286 2.067 -0.358 -0.794
N 0.71872 1.31982 0.10311 1.408 0.331 0.508
N -1.71501 1.47448 -0.09318 1.320 -1.100 0.051
O 2.75283 0.17709 0.04927 0.683 3.221 -2.449